Arrangement i

Density functional theory data (the ωB97M-V functional and the def2-TZVPD basis) for 2 unconnected molecules or ions with the total composition C5H13NO2.

Kohn-Sham gap = 10.0 eV
HOMO level = -9.209 eV

Geometry as ORCA input:
```
! wB97M-V def2-TZVPD RIJCOSX def2/J DEFGRID3
* xyz 0 1
C -0.04279 -0.16628 -1.27728
O -5.70568 3.86690 -1.25929
H 0.04549 -1.80886 0.11583
H -0.15984 -0.98053 -2.10033
H 3.81646 -1.16637 2.67206
H -2.00677 0.45103 -0.54072
C -1.35999 0.57988 -1.34376
C 1.94397 -1.38849 1.70810
H 3.78190 -1.72642 1.13884
H 0.81095 0.36598 -1.67001
C 0.21925 -0.72927 0.06042
C 1.68747 -0.45534 0.58055
H 1.30294 -1.10754 2.69633
H 1.73530 0.69626 0.92537
H 2.32013 -0.66158 -0.34200
H -0.61404 -0.30157 0.70818
N 3.34854 -1.64698 2.01387
H -4.92130 4.09121 -1.79854
H -6.09660 3.01645 -1.47533
H 1.53794 -2.34174 1.38325
O -1.64334 1.41326 -2.19553
*
```

Arrangement ii

Density functional theory data (the ωB97M-V functional and the def2-TZVPD basis) for 2 unconnected molecules or ions with the total composition C5H13NO2.

Kohn-Sham gap = 10.4 eV
HOMO level = -9.696 eV

Geometry as ORCA input:
```
! wB97M-V def2-TZVPD RIJCOSX def2/J DEFGRID3
* xyz 0 1
O -0.70176 -0.08027 2.00017
C 1.76754 -0.89929 -1.64569
H 1.58152 3.56865 -1.62232
C -2.69182 -1.37302 1.09021
H -2.95947 -0.84708 0.18540
C 1.30554 0.25300 -0.87949
N 1.68143 2.70609 -1.14154
H 2.07588 0.41336 -0.13184
H -0.16447 -0.16535 2.73472
C -2.03789 -0.59067 2.31355
H -2.01868 -1.23269 3.22216
O 0.60091 1.59806 -2.83410
H -3.39267 -2.09850 1.20781
H 2.12528 -1.71959 -1.03454
H 0.30836 0.10300 -0.35540
C 1.16916 1.48423 -1.76593
H 2.20620 2.65510 -0.31369
H -2.66376 0.22593 2.67504
H 2.67139 -0.61482 -2.23906
H 0.94688 -1.32086 -2.25392
H -1.80955 -2.06528 0.78846
*
```

Most stable structure: arrangement ii

Arrangement i

Density functional theory data (the ωB97M-V functional and the def2-TZVPD basis) for a gas-phase ion, C3H6N3 (charge +1).

Kohn-Sham gap = 9.7 eV
HOMO level = -14.742 eV

Geometry as ORCA input:
```
! wB97M-V def2-TZVPD RIJCOSX def2/J DEFGRID3
* xyz 1 1
H -0.63233 -0.72089 0.50082
H 1.51387 -1.92692 -0.72653
H 1.69458 1.69169 0.99498
C 0.96189 1.00787 0.60213
N -0.18733 1.69567 0.60916
N -1.45612 -0.16573 0.49653
N 1.26095 0.02818 -0.08977
H -2.33531 -0.65472 0.54583
H 2.02917 -0.58158 -1.87287
C 1.59478 -0.82611 -0.90443
H -2.12595 1.82456 0.14605
C -1.31656 1.16634 0.42772
*
```

Arrangement ii

Density functional theory data (the ωB97M-V functional and the def2-TZVPD basis) for a gas-phase ion, C3H6N3 (charge +1).

Kohn-Sham gap = 9.5 eV
HOMO level = -14.965 eV

Geometry as ORCA input:
```
! wB97M-V def2-TZVPD RIJCOSX def2/J DEFGRID3
* xyz 1 1
H -0.02946 -1.71822 -0.33394
N -0.94221 2.20586 0.51929
N -0.23814 1.38356 0.27589
H 1.90884 -0.40946 -1.12511
C -0.54411 -0.81714 -0.04431
C 1.74329 0.23538 -0.26240
H -2.36304 0.13735 0.50572
H 2.28289 -0.17148 0.59775
H 2.13005 1.22837 -0.48835
C -1.83573 -0.75110 0.21046
N 0.32327 0.31866 0.01561
H -2.43564 -1.64178 0.12939
*
```

Arrangement iii

Density functional theory data (the ωB97M-V functional and the def2-TZVPD basis) for a gas-phase ion, C3H6N3 (charge +1).

Kohn-Sham gap = 11.0 eV
HOMO level = -14.905 eV

Geometry as ORCA input:
```
! wB97M-V def2-TZVPD RIJCOSX def2/J DEFGRID3
* xyz 1 1
H 2.28961 -0.61311 0.01656
H 0.10778 -2.15141 -0.11804
H 1.36056 0.46851 1.23173
C 1.29028 -0.22861 0.24511
H -0.49989 -0.90336 0.90754
N -1.73804 0.86700 0.61155
C -2.17795 0.81091 -0.56564
H -0.30607 2.04482 -1.01835
C -0.83762 1.20361 -0.52176
H -3.02256 0.64284 -1.18198
N 0.13247 -1.13765 0.16832
N 0.32463 -0.10506 -0.73147
*
```

Arrangement iv

Density functional theory data (the ωB97M-V functional and the def2-TZVPD basis) for a gas-phase ion, C3H6N3 (charge +1).

Kohn-Sham gap = 10.0 eV
HOMO level = -14.971 eV

Geometry as ORCA input:
```
! wB97M-V def2-TZVPD RIJCOSX def2/J DEFGRID3
* xyz 1 1
N 1.03478 0.25884 -0.09090
C -0.16156 0.26617 -0.24577
N 3.43844 -0.02508 0.44254
H -1.65304 1.49972 -0.56020
N -1.36909 0.48088 -0.31201
C 2.48249 -0.20600 -0.32734
C -2.50880 -0.19015 0.38317
H 2.58318 -0.81063 -1.28558
H -2.15512 -0.22784 1.49579
H -2.61082 -1.19157 -0.08965
H 4.34220 -0.33238 0.23771
H -3.42266 0.47802 0.35227
*
```

Most stable structure: arrangement i

Arrangement i

Density functional theory data (the ωB97M-V functional and the def2-TZVPD basis) for 11 unconnected molecules or ions with the total composition H21O11.

Kohn-Sham gap = 8.5 eV
HOMO level = -5.868 eV

Geometry as ORCA input:
```
! wB97M-V def2-TZVPD RIJCOSX def2/J DEFGRID3
* xyz -1 1
O -0.85329 1.84974 2.50953
O 0.09717 0.52412 0.35177
O 1.09182 3.15741 -0.04830
H 1.58436 0.71783 -0.33975
H -0.67737 0.13567 -2.34331
H -0.26542 -0.60505 -3.59932
H 0.88129 3.51942 -0.94834
H 2.38629 -0.25752 -1.07684
H 1.58403 0.49387 1.78993
O -2.67501 -1.23374 1.11936
H -3.35639 -0.58503 0.78262
O -1.28801 -1.73590 -1.30599
H 1.63223 -2.50243 -1.10251
H -2.73744 -1.14652 2.06149
H 1.91130 -2.04742 -2.45814
H -0.55945 1.27863 1.74517
H 0.13368 -1.32740 1.35084
O 0.37196 -2.25782 1.57297
H 0.76326 2.22894 0.02809
H 1.63229 0.34961 3.22424
H -0.36630 2.62012 2.39646
O 2.48905 0.56472 -0.62652
O -2.03979 1.46345 -1.14155
H -0.15350 -0.28283 -0.07020
H -1.34804 1.00143 -0.58923
O -0.23055 0.27834 -3.17056
O 1.50339 -1.73094 -1.67393
O 2.17575 0.65087 2.49170
H -1.53530 -1.82317 -0.39977
H -0.33374 -1.90108 -1.36402
H -2.50637 0.76607 -1.61573
H 0.68810 -2.16339 2.44987
*
```

Arrangement ii

Density functional theory data (the ωB97M-V functional and the def2-TZVPD basis) for 11 unconnected molecules or ions with the total composition H21O11.

Kohn-Sham gap = 9.9 eV
HOMO level = -6.909 eV

Geometry as ORCA input:
```
! wB97M-V def2-TZVPD RIJCOSX def2/J DEFGRID3
* xyz -1 1
O 1.05131 -2.73266 -0.60976
H -0.83834 -0.25933 2.62891
O 1.80586 -0.50737 -2.45990
H -2.06716 -0.83039 0.65127
H -1.19207 2.07676 1.58144
H 1.51739 -2.85710 0.23775
O 2.83945 -0.64956 0.40814
H 2.49903 -1.12268 -2.25639
H -1.53721 -2.51569 1.96776
H -0.48018 0.37985 -0.02330
O -2.41522 0.04973 0.51353
H 1.33269 -0.39720 -1.62173
H -1.26403 1.50692 -0.96950
H 0.80683 -1.80212 -0.54214
H -0.46159 -2.65028 0.77262
O -1.24072 2.42703 -0.90129
H 1.92373 -0.49954 0.22487
H -0.29377 2.66179 -0.94050
H 0.32120 -0.28501 1.55901
H 1.01359 1.54209 -0.22158
O -1.27633 -1.04931 -2.11767
O 0.35311 -0.07574 -0.22670
H -0.77307 3.53874 1.78179
O -1.37642 -2.45900 0.95715
H -3.31785 -0.06228 0.69061
H 1.46791 2.54492 -1.28813
H -0.66334 -0.62013 -1.45764
O -0.93280 2.71436 2.22168
H -1.50810 -0.37190 -2.73652
O 1.30488 2.42945 -0.36485
H 3.27479 0.10613 0.03172
O 0.12641 -0.23046 2.50933
*
```

Most stable structure: arrangement ii

Arrangement i

Density functional theory data (the ωB97M-V functional and the def2-TZVPD basis) for a molecular structure, C2H2N2O2S.

Kohn-Sham gap = 8.2 eV
HOMO level = -10.590 eV

Geometry as ORCA input:
```
! wB97M-V def2-TZVPD RIJCOSX def2/J DEFGRID3
* xyz 0 1
N 0.17352 -1.20789 0.44898
O -0.53268 -1.98736 0.99512
H 0.83509 1.90894 1.32343
H -1.55780 -0.19835 -0.35911
C 0.10790 0.34353 -1.35881
C -0.53210 -0.17529 -0.24476
O 1.36620 -1.15922 0.41303
N 0.62633 0.76433 -2.27877
S -0.48645 1.71131 1.06090
*
```

Arrangement ii

Density functional theory data (the ωB97M-V functional and the def2-TZVPD basis) for a single C2H2N2O2S molecule.

Kohn-Sham gap = 8.2 eV
HOMO level = -8.435 eV

Geometry as ORCA input:
```
! wB97M-V def2-TZVPD RIJCOSX def2/J DEFGRID3
* xyz 0 1
N 0.88570 0.18591 0.11743
O 2.46436 -1.34109 0.12029
S -2.78535 -0.61810 0.04005
C -1.59802 0.67911 -0.12328
C -0.29256 0.44163 -0.06444
N 2.25205 -0.17133 -0.00278
H -1.92072 -1.58055 0.37911
O 2.99480 0.75155 -0.14377
H -2.00027 1.65288 -0.32262
*
```

Most stable structure: arrangement i

Arrangement i

Density functional theory data (the ωB97M-V functional and the def2-TZVPD basis) for a single C5H10N4O2 molecule.

Kohn-Sham gap = 9.4 eV
HOMO level = -9.714 eV

Geometry as ORCA input:
```
! wB97M-V def2-TZVPD RIJCOSX def2/J DEFGRID3
* xyz 0 1
H -1.10594 -1.85897 -1.60486
N -2.35098 1.09538 1.23223
N -1.91750 0.92380 0.07959
H 0.21148 0.81862 2.08745
C -1.24759 -0.31093 -0.11403
C 2.56837 -0.95845 0.60068
N 1.04542 0.24407 1.98834
H -1.79610 -0.32996 -2.18728
H 3.10057 -1.08500 1.53739
C 1.32412 -0.16595 0.84037
H -2.74874 -1.39933 -1.15505
H 0.83380 -0.45758 -1.28458
H 3.20415 -0.42967 -0.10791
O 1.06819 1.84241 -1.78730
H 2.32940 -1.93280 0.18111
H -1.21341 -0.94472 0.78089
N 0.57551 1.53621 -0.72442
C 0.52302 0.11640 -0.41456
H -2.82387 2.00745 1.28721
O 0.16696 2.30814 0.11421
C -1.74687 -1.01914 -1.34948
*
```

Arrangement ii

Density functional theory data (the ωB97M-V functional and the def2-TZVPD basis) for a single C5H10N4O2 molecule.

Kohn-Sham gap (spin up / spin down) = 7.2 / 7.2 eV
HOMO level (spin up / spin down) = -6.504 / -6.503 eV

Geometry as ORCA input:
```
! wB97M-V def2-TZVPD RIJCOSX def2/J DEFGRID3
* xyz 0 1
H -4.48320 -1.24955 -0.18137
C -0.24250 -1.25366 0.70522
C 0.62698 -0.09752 0.54503
H 0.33519 3.15031 0.11688
N 0.25771 1.24043 0.87296
H 0.35266 -2.11693 1.02545
O 2.70649 0.87284 0.24830
O 3.72748 -1.20710 -0.60804
H -3.93730 0.17310 -0.70299
H 4.12334 -1.89149 -0.16045
H 3.46674 0.48044 -0.11404
N 1.86347 -0.25053 0.15431
H -0.73855 2.03760 -0.79112
C -3.65156 -0.84235 -0.54518
H -3.23379 -1.16595 -1.43485
C 0.22911 2.16032 -0.31286
N 2.31153 -1.35535 -0.32464
N -2.74108 -0.79982 0.53541
H 1.20739 1.76631 -0.89211
H -0.64578 1.35398 1.28376
C -1.53432 -1.00503 0.58034
*
```

Most stable structure: arrangement i

Arrangement i

Density functional theory data (the ωB97M-V functional and the def2-TZVPD basis) for 2 unconnected molecules or ions with the total composition CH2NO2S.

Kohn-Sham gap (spin up / spin down) = 6.2 / 6.2 eV
HOMO level (spin up / spin down) = -2.606 / -2.578 eV

Geometry as ORCA input:
```
! wB97M-V def2-TZVPD RIJCOSX def2/J DEFGRID3
* xyz -1 1
O -2.79272 0.75224 -0.05727
H 0.98760 -0.28835 -0.40614
H -0.08067 0.36506 0.44617
N -3.21448 1.89593 -0.04088
C -2.24537 -0.23799 0.36636
O 0.84722 0.45093 0.19272
S -1.93876 -1.81527 -0.04534
*
```

Arrangement ii

Density functional theory data (the ωB97M-V functional and the def2-TZVPD basis) for a gas-phase ion, CH2NO2S (charge -1).

Kohn-Sham gap = 7.2 eV
HOMO level = -2.832 eV

Geometry as ORCA input:
```
! wB97M-V def2-TZVPD RIJCOSX def2/J DEFGRID3
* xyz -1 1
S 2.81138 -0.21073 -0.39138
N -0.11264 -0.75169 -0.70155
H -1.09325 -0.58437 -0.75099
O 3.24199 -1.05116 0.79274
C 0.69825 0.15133 -0.42043
O 3.06715 1.19722 -0.10855
H 0.50596 1.17682 -0.09170
*
```

Most stable structure: arrangement ii

Arrangement i

Density functional theory data (the ωB97M-V functional and the def2-TZVPD basis) for 4 unconnected molecules or ions with the total composition H8O4.

Kohn-Sham gap (spin up / spin down) = 11.0 / 3.2 eV
HOMO level (spin up / spin down) = -15.011 / -14.700 eV

Geometry as ORCA input:
```
! wB97M-V def2-TZVPD RIJCOSX def2/J DEFGRID3
* xyz 1 2
O 10.80060 -11.90228 -1.09829
H 9.96552 -11.44242 -1.18429
H 11.76175 -12.17538 -2.46292
H 7.86019 -11.40988 -0.00620
O 7.89988 -10.38284 -2.94450
O 8.46643 -10.72799 -0.29557
H 10.79016 -12.25435 -0.20826
H 11.72379 -12.22653 -3.97548
H 7.91496 -10.63746 -2.02190
H 7.66709 -11.18548 -3.41120
O 12.16419 -12.60796 -3.21600
H 8.81067 -10.35313 0.51511
*
```

Arrangement ii

Density functional theory data (the ωB97M-V functional and the def2-TZVPD basis) for 4 unconnected molecules or ions with the total composition H8O4.

Kohn-Sham gap (spin up / spin down) = 13.4 / 3.6 eV
HOMO level (spin up / spin down) = -17.109 / -15.305 eV

Geometry as ORCA input:
```
! wB97M-V def2-TZVPD RIJCOSX def2/J DEFGRID3
* xyz 1 2
H -26.22085 4.51156 0.22350
H -28.37053 2.07294 -6.97956
H -25.35249 4.50300 -2.43031
O -28.01116 2.00536 -6.09495
H -26.68342 3.04279 -3.29547
H -28.75934 1.76161 -5.54994
H -26.78429 3.83503 -1.00806
H -25.91402 5.89728 -2.61080
O -26.11222 4.97474 -2.77164
O -26.67225 3.71818 -0.06465
H -27.28198 2.34567 -4.49864
O -27.28949 2.34394 -3.54148
*
```

Arrangement iii

Density functional theory data (the ωB97M-V functional and the def2-TZVPD basis) for 4 unconnected molecules or ions with the total composition H8O4.

Kohn-Sham gap (spin up / spin down) = 12.1 / 4.0 eV
HOMO level (spin up / spin down) = -15.939 / -15.687 eV

Geometry as ORCA input:
```
! wB97M-V def2-TZVPD RIJCOSX def2/J DEFGRID3
* xyz 1 2
H 0.73738 2.80594 -2.00498
H 0.09571 1.26549 -0.68839
H -1.76783 -0.86143 -0.42145
O -0.32238 0.45886 -0.38709
H 1.83120 3.11865 -1.00617
H -2.25982 -2.06824 0.34891
O 0.77187 -2.30107 1.80006
O 0.88336 3.00797 -1.08081
H -0.00639 0.34510 0.50926
H 1.03039 -2.42006 0.88614
O -2.56423 -1.34171 -0.19490
H 1.57074 -2.00950 2.23942
*
```

Most stable structure: arrangement i

Arrangement i

Density functional theory data (the ωB97M-V functional and the def2-TZVPD basis) for a single C4H11N2 molecule.

Kohn-Sham gap (spin up / spin down) = 4.6 / 10.5 eV
HOMO level (spin up / spin down) = -3.695 / -9.576 eV

Geometry as ORCA input:
```
! wB97M-V def2-TZVPD RIJCOSX def2/J DEFGRID3
* xyz 0 2
H -1.63860 1.72139 -2.52281
H 2.29243 0.36833 2.67871
N -2.06069 1.21177 -1.73288
H -1.49979 -0.84045 -1.63746
H 0.58454 -1.68620 -0.56452
H -2.98790 0.88463 -2.15696
H 2.31570 -1.58775 1.02062
H 2.34536 -0.03103 0.27891
C -0.26912 0.23578 -0.32641
H 0.95185 -0.56448 2.80488
N 1.48094 0.02488 2.17539
C 0.41214 -0.98486 0.24441
H -2.19795 1.99094 -1.01350
C -1.19848 0.12055 -1.25974
C 1.73407 -0.65686 0.93053
H -0.24200 -1.41241 0.99933
H -0.02251 1.20578 0.08149
*
```

Arrangement ii

Density functional theory data (the ωB97M-V functional and the def2-TZVPD basis) for a single C4H11N2 molecule.

Kohn-Sham gap (spin up / spin down) = 4.5 / 10.5 eV
HOMO level (spin up / spin down) = -3.697 / -9.730 eV

Geometry as ORCA input:
```
! wB97M-V def2-TZVPD RIJCOSX def2/J DEFGRID3
* xyz 0 2
C 0.72635 -1.00189 -1.58567
C -0.07118 1.27776 1.22390
H 1.66726 -0.97728 0.24461
H -1.30860 2.23743 2.69161
H 0.66330 2.08699 1.05691
H -1.83090 2.66895 1.20430
H 0.53696 -2.89044 -1.43295
C -0.00040 0.16287 0.47975
H -0.88874 -2.35228 -1.67171
C 1.17274 -0.21134 -0.37280
H 1.95866 0.58817 -0.30625
N -0.01964 -2.11571 -1.09517
H -2.14437 0.99563 1.82103
N -1.41559 1.84101 1.78442
H 0.11051 -0.53472 -2.23470
H 1.71379 -1.24132 -2.18193
H -0.87013 -0.53383 0.37465
*
```

Most stable structure: arrangement i